A:
The following is a DFT calculation (ωB97M-V with the def2-TZVPD basis set) of a 2-piece molecular cluster, C5H9O overall.

Positions of all 15 atoms, in Å:
C  -0.00837  -1.07186  -2.33823
O  -0.74660  -1.58075  -1.32550
H  0.81823  -0.40284  -1.98728
H  0.49810  -1.84163  -2.97543
H  -0.59096  -0.43957  -3.04897
C  -0.09761  2.31188  1.70140
C  -0.40366  1.04698  1.37838
C  0.49441  0.02337  0.89240
C  0.07753  -1.23644  0.61934
H  0.89243  2.72061  1.54319
H  -0.86258  2.97494  2.08085
H  -1.43831  0.73830  1.50626
H  1.51031  0.32590  0.67096
H  0.78781  -2.02453  0.41424
H  -0.93072  -1.54435  0.86841

HOMO: -0.0892 hartree
Total charge: -1
Gap between HOMO and LUMO: 6.71 eV

Here are the Löwdin charges for atoms 1 to 8, given in e:
1. C -0.417
2. O -0.387
3. H 0.039
4. H 0.034
5. H 0.036
6. C -0.079
7. C -0.249
8. C -0.239

B:
The following is a DFT calculation (ωB97M-V with the def2-TZVPD basis set) of C5H9O as an isolated structure.

Positions of all 15 atoms, in Å:
C  -0.91357  0.43279  -1.36872
O  -3.43495  -0.96441  -2.27761
C  -0.02815  0.47485  -0.14836
C  1.17136  -0.34220  -0.15015
C  1.72444  -0.68947  1.12286
C  1.79620  0.17898  2.18036
H  -1.78884  1.06554  -1.23780
H  -3.45226  -1.41577  -1.41952
H  -0.50636  0.52243  0.83130
H  -1.27627  -0.57173  -1.58547
H  1.00395  1.07730  -0.22593
H  -0.35964  0.78087  -2.24593
H  2.28475  -1.59177  1.33613
H  2.31331  -0.16052  3.06980
H  1.46604  1.20312  2.11904

HOMO: -0.0840 hartree
Total charge: -1
Gap between HOMO and LUMO: 5.28 eV

Here are the Löwdin charges for atoms 1 to 8, given in e:
1. C -0.117
2. O -0.653
3. C -0.264
4. C -0.080
5. C -0.245
6. C -0.028
7. H 0.062
8. H -0.209

Which one sits at the bottom of the stability order? B does.

A:
The following is a DFT calculation (ωB97M-V with the def2-TZVPD basis set) of a 3-piece molecular cluster, C2H9NO overall.

Positions of all 13 atoms, in Å:
H  0.76111  1.51942  3.08908
H  1.09428  1.40072  2.43677
C  -1.90032  0.22489  -0.72468
C  -1.03495  -0.45758  0.25771
O  -0.98202  -0.80402  -1.13277
H  -1.50064  1.21497  -0.90852
H  -2.93873  -0.03925  -0.84614
H  -0.32128  0.21300  0.72898
H  -1.30920  -1.30654  0.87274
N  2.00724  -0.27843  -0.79895
H  2.54231  -1.08515  -0.48764
H  1.05545  -0.60527  -0.87012
H  2.52676  0.00324  -1.61646

HOMO: -0.3544 hartree
SMILES: [H][H].C1CO1.N
Gap between HOMO and LUMO: 10.85 eV

Here are the Löwdin charges for atoms 1 to 8, given in e:
1. H 0.016
2. H 0.006
3. C -0.126
4. C -0.181
5. O -0.116
6. H 0.111
7. H 0.106
8. H 0.068

B:
The following is a DFT calculation (ωB97M-V with the def2-TZVPD basis set) of a 2-piece molecular cluster, C2H9NO overall.

Positions of all 13 atoms, in Å:
C  0.00000  0.00000  0.00000
N  0.56102  -1.31817  -0.01818
C  0.80570  -1.64498  1.33656
H  -0.90000  0.08725  0.63166
H  -0.23398  0.39623  -1.00243
H  0.80164  0.61464  0.44295
H  1.42634  -1.40671  -0.56605
H  1.24141  -2.65821  1.32502
H  -0.14580  -1.67750  1.89351
H  1.49961  -0.96962  1.86475
O  1.90785  4.16886  -1.56163
H  2.43976  3.38049  -1.30904
H  1.52358  4.49051  -0.71479

HOMO: -0.3248 hartree
SMILES: CNC.O
Gap between HOMO and LUMO: 9.56 eV

Here are the Löwdin charges for atoms 1 to 8, given in e:
1. C -0.175
2. N -0.210
3. C -0.203
4. H 0.084
5. H 0.081
6. H 0.068
7. H 0.114
8. H 0.083

C:
The following is a DFT calculation (ωB97M-V with the def2-TZVPD basis set) of a 3-piece molecular cluster, C2H9NO overall.

Positions of all 13 atoms, in Å:
N  -0.70513  1.48204  3.28354
H  0.29066  1.68923  3.20169
H  4.25277  -1.55406  -4.24404
H  -1.03231  2.29873  2.80085
H  -0.90968  0.70800  2.66675
C  -0.80879  0.04186  -0.72468
O  0.08383  0.57355  0.13006
C  -1.15301  -1.16223  -0.04158
H  -0.41630  -0.18415  -1.74347
H  -1.52430  0.82693  -1.04361
H  -0.86076  -2.17252  -0.30998
H  -1.41514  -1.02977  1.00505
H  4.19816  -1.51762  -4.98058

HOMO: -0.3473 hartree
Gap between HOMO and LUMO: 7.58 eV

Here are the Löwdin charges for atoms 1 to 8, given in e:
1. N 0.009
2. H 0.012
3. H 0.000
4. H -0.006
5. H -0.027
6. C -0.528
7. O -0.087
8. C 0.223

D:
The following is a DFT calculation (ωB97M-V with the def2-TZVPD basis set) of a 3-piece molecular cluster, C2H9NO overall.

Positions of all 13 atoms, in Å:
H  -0.29601  0.12406  3.31934
H  -0.12701  -0.37745  3.84130
C  1.11786  -0.74134  -1.23580
C  0.49725  -0.23428  0.02590
O  -0.19631  -1.17071  -0.80931
H  1.80485  -1.57082  -1.16600
H  1.13862  -0.10354  -2.10965
H  0.79251  -0.78325  0.93274
H  0.73522  0.81087  0.08166
N  -1.12171  1.69876  0.85863
H  -1.48794  2.58122  0.55011
H  -1.47914  0.92316  0.33673
H  -1.07262  1.59997  1.86814

HOMO: -0.3360 hartree
SMILES: [H][H].C1CO1.N
Gap between HOMO and LUMO: 10.36 eV

Here are the Löwdin charges for atoms 1 to 8, given in e:
1. H 0.006
2. H 0.037
3. C -0.143
4. C -0.230
5. O -0.086
6. H 0.097
7. H 0.104
8. H 0.101

Which one sits at the bottom of the stability order? C does.

A:
The following is a DFT calculation (ωB97M-V with the def2-TZVPD basis set) of a 2-piece molecular cluster, C2H9NO overall.

Positions of all 13 atoms, in Å:
C  -2.95278  -1.53244  -0.76115
N  -2.11650  -0.51832  -1.38108
C  -0.96468  -0.08278  -0.60670
H  -3.61087  -1.90420  -1.54242
H  -2.30795  -2.37311  -0.50373
H  -3.62339  -1.13780  0.01305
H  -2.59800  0.26985  -1.77012
H  -1.05732  -0.22353  0.47847
H  -0.61546  0.91059  -0.82971
H  -0.18878  -0.79316  -0.83100
O  5.28099  1.81925  2.31796
H  5.78543  1.54347  1.54463
H  4.51856  2.29133  1.97156

HOMO: -0.3111 hartree
SMILES: CNC.O
Gap between HOMO and LUMO: 9.34 eV

Here are the Löwdin charges for atoms 1 to 8, given in e:
1. C -0.149
2. N -0.200
3. C -0.156
4. H 0.067
5. H 0.080
6. H 0.075
7. H 0.085
8. H 0.071

B:
The following is a DFT calculation (ωB97M-V with the def2-TZVPD basis set) of a 2-piece molecular cluster, C2H9NO overall.

Positions of all 13 atoms, in Å:
C  -0.90414  0.21183  0.64212
C  -0.61538  1.15506  -0.55982
N  -1.70700  0.81440  -1.55746
H  0.13457  0.08747  0.93845
H  -1.04196  -0.80780  0.33069
H  -1.71386  0.38598  1.34256
H  0.28461  0.81356  -1.12582
H  -0.70660  2.27620  -0.42010
H  -2.49581  1.44140  -1.50935
H  -1.32927  0.68358  -2.48057
O  2.78253  -1.77072  1.39107
H  2.55825  -1.92698  0.46820
H  3.10135  -2.62320  1.70115

HOMO: -0.3220 hartree
SMILES: CCN.O
Gap between HOMO and LUMO: 9.61 eV

Here are the Löwdin charges for atoms 1 to 8, given in e:
1. C -0.118
2. C -0.287
3. N -0.061
4. H 0.048
5. H 0.052
6. H 0.067
7. H 0.104
8. H 0.111

Which one sits at the bottom of the stability order? B does.